No. 1
# C3H4IN

A single C3H4IN molecule (ωB97M-V/def2-TZVPD, the Open Molecules 2025 dataset).

Each line ends with the Löwdin charge.
Positions of all 9 atoms, in Å:
I  -2.2784  -0.7313  -0.0397  0.8399
N  -0.3713  2.6038  -0.1575  0.1593
C  -0.3856  1.4791  0.0494  -0.3676
C  0.6687  -0.6877  -0.3633  -0.2306
C  -0.3219  0.0684  0.4237  -0.8142
H  1.7719  -0.0999  -0.3139  0.1559
H  -0.2509  0.0868  1.5478  0.1069
H  0.3160  -1.0467  -1.3506  0.0578
H  0.8515  -1.6725  0.2041  0.0926

Cartesian forces, eV/Å:
I -0.16 -0.09 0.27
N -0.04 0.55 -0.23
C 0.14 -0.38 0.24
C 4.03 -1.64 1.15
C -1.53 1.37 0.84
H -3.05 -1.60 -0.62
H 0.23 -0.53 -1.22
H 0.49 0.97 0.37
H -0.12 1.35 -0.80

Relative energy (zero: lowest compared OMol25 entry of this formula, charge and spin)   5.2 kJ/mol
Gap between HOMO and LUMO   0.36500 hartree
2S+1   1
LUMO   -0.0053 Ha
HOMO energy   -0.3703 Eh
Structure (SMILES)   C[C@H](I)C#N

No. 2
# C3H4IN

C3H4IN as an isolated structure (ωB97M-V/def2-TZVPD, the Open Molecules 2025 dataset).

Each line ends with the Löwdin charge.
Positions of all 9 atoms, in Å:
I  -1.8936  -0.7222  -3.3274  -0.0111
N  -0.7694  -0.4392  -0.0300  0.0132
C  0.9266  0.1931  0.7026  -0.0513
C  0.3797  -0.9756  0.2194  -0.1987
C  -0.3356  0.8568  0.2806  -0.2541
H  0.6091  -2.0841  0.1679  0.1315
H  -0.0665  1.4562  -0.6572  0.1366
H  -0.6166  1.4260  1.1657  0.1141
H  1.7664  0.2890  1.4782  0.1198

Cartesian forces, eV/Å:
I 0.10 0.03 0.30
N -4.10 -2.14 -1.51
C 3.94 -0.59 2.05
C 0.95 -2.80 0.18
C 3.22 3.64 -0.50
H -0.10 1.59 -0.05
H -1.14 -0.30 1.37
H -1.50 0.18 -0.52
H -1.38 0.39 -1.31

Relative energy (zero: lowest compared OMol25 entry of this formula, charge and spin)   346.4 kJ/mol
Gap between HOMO and LUMO (spin up / spin down)   0.33736 / 0.22309 hartree
2S+1   1
LUMO (spin up / spin down)   -0.0256 / -0.0999 Ha
HOMO energy (spin up / spin down)   -0.3630 / -0.3230 Eh

No. 3
# C3H4INO

A 2-piece molecular cluster, C3H4INO overall (ωB97M-V/def2-TZVPD, the Open Molecules 2025 dataset).

Each line ends with the Löwdin charge.
Positions of all 10 atoms, in Å:
I  0.8172  0.7121  -2.9524  0.8771
O  2.9324  -0.7270  0.2197  0.1356
N  1.2179  0.1334  -1.1240  -0.4775
C  -1.0453  -0.4785  1.1844  -0.0763
C  -1.2838  0.5224  0.3368  -0.1210
C  2.1003  -0.3337  -0.5090  -0.5092
H  -2.2594  0.7125  -0.2501  0.0825
H  -1.8024  -1.2835  1.3138  0.0585
H  -0.0500  -0.5156  1.6657  0.0548
H  -0.6269  1.2579  0.1151  -0.0247

Cartesian forces, eV/Å:
I -0.05 0.06 -0.37
O -0.37 -0.12 -0.32
N -1.88 0.81 -1.27
C -0.27 0.10 -0.64
C -3.74 -1.65 -0.18
C 2.61 -0.80 1.77
H 1.36 -0.88 1.19
H 0.85 0.68 0.22
H -0.82 -0.29 -0.13
H 2.31 2.09 -0.27

Relative energy (zero: lowest compared OMol25 entry of this formula, charge and spin)   147.5 kJ/mol
Gap between HOMO and LUMO   0.33180 hartree
2S+1   1
LUMO   -0.0299 Ha
HOMO energy   -0.3617 Eh
Structure (SMILES)   O=C=NI.C=C

No. 4
# C3H4IO4

A 2-piece molecular cluster, C3H4IO4 overall (ωB97M-V/def2-TZVPD, the Open Molecules 2025 dataset).

Each line ends with the Löwdin charge.
Positions of all 12 atoms, in Å:
I  2.3773  1.0150  0.0907  0.7309
O  0.5534  -0.5786  1.8058  -0.1213
O  0.1833  -0.9950  -1.6673  -0.0538
O  -0.8180  1.3915  -1.3299  -0.1406
O  0.2441  -2.3864  0.1056  -0.0310
C  0.3400  -1.2873  -0.4700  -0.7557
C  0.6073  -0.1487  0.5277  -0.7429
C  -0.9153  1.2367  0.0175  -0.1777
H  -0.5422  0.5010  -1.7021  0.0517
H  -0.7028  2.1377  0.5798  0.0677
H  0.4569  -1.5640  1.6664  0.0906
H  -1.7840  0.6779  0.3759  0.0822

Cartesian forces, eV/Å:
I 0.15 -0.10 -0.02
O 0.04 -0.28 0.10
O -0.10 0.03 -0.55
O -0.14 0.18 -0.14
O -0.09 -0.58 0.00
C 0.21 0.21 0.57
C -2.63 2.65 -0.74
C 2.38 -2.69 0.58
H 0.05 0.17 0.20
H 0.11 0.09 0.04
H 0.04 0.31 -0.06
H -0.03 0.00 0.02

Total charge   -1
Gap between HOMO and LUMO   0.26533 hartree
2S+1   1
LUMO   0.1089 Ha
HOMO energy   -0.1564 Eh

No. 5
# C3H4InO3

C3H4InO3 as an isolated structure (ωB97M-V/def2-TZVPD, the Open Molecules 2025 dataset).

Each line ends with the Löwdin charge.
Positions of all 11 atoms, in Å:
In  2.3452  0.1032  -0.2703  1.4103
O  -1.0988  -0.5141  -0.1417  0.0827
O  -0.4225  1.6702  0.1355  0.0398
O  -2.5971  1.1503  -0.2056  0.1417
C  -0.1057  -1.0670  0.5008  -0.1934
C  -1.3977  0.9692  -0.1025  -0.6512
C  1.0992  -1.6109  0.1253  -0.1515
H  -0.2571  -0.9800  1.5847  0.1690
H  1.6980  -2.0579  0.9257  0.0933
H  1.0126  -2.0046  -0.9190  0.1229
H  3.4784  1.2812  -0.4623  -0.0634

Cartesian forces, eV/Å:
In -1.13 0.92 0.18
O 4.13 -4.41 -0.28
O 2.06 -1.27 -0.49
O 2.60 -0.72 -0.28
C -4.68 2.99 2.15
C -4.84 3.86 1.00
C 1.35 -0.34 -2.56
H 0.10 -0.08 0.08
H -0.46 -0.65 -0.45
H 0.66 -0.38 0.77
H 0.21 0.07 -0.11

Relative energy (zero: lowest compared OMol25 entry of this formula, charge and spin)   156.9 kJ/mol
Total charge   +1
Gap between HOMO and LUMO   0.24826 hartree
2S+1   1
LUMO   -0.2543 Ha
HOMO energy   -0.5026 Eh

No. 6
# C3H4KLiO3

C3H4KLiO3 as an isolated structure (ωB97M-V/def2-TZVPD, the Open Molecules 2025 dataset).

Each line ends with the Löwdin charge.
Positions of all 12 atoms, in Å:
K  -1.4333  -4.8358  -5.1336  0.9486
O  -1.2024  -1.3508  -0.4739  -0.1815
O  -0.7758  1.2451  1.6416  -0.0642
O  -1.3618  -2.6840  -2.2793  -0.0931
C  0.3462  1.7416  1.6945  -0.2617
C  1.4800  1.3214  0.8341  -0.0337
C  -1.1790  -1.6250  -1.6756  -0.5183
Li  -1.7837  -0.0244  0.6935  0.7475
H  0.6177  2.3268  2.5957  0.1383
H  2.4231  1.6716  1.2824  0.0857
H  1.5676  0.2248  0.8783  0.1069
H  1.3015  1.9886  -0.0576  0.1256

Cartesian forces, eV/Å:
K 0.01 0.34 0.44
O -0.26 0.82 1.20
O 0.58 0.79 -0.35
O 0.19 0.55 -0.14
C -0.20 -1.74 1.85
C 0.34 1.49 0.40
C -0.23 -1.26 -1.09
Li 0.38 -0.41 -0.40
H -0.47 0.53 -0.46
H -0.38 0.16 -0.12
H -0.50 0.36 -1.26
H 0.52 -1.62 -0.07

Relative energy (zero: lowest compared OMol25 entry of this formula, charge and spin)   72.0 kJ/mol
Expectation value of S²   0.75
Total charge   +1
Gap between HOMO and LUMO (spin up / spin down)   0.19367 / 0.31066 hartree
2S+1   2
LUMO (spin up / spin down)   -0.1353 / -0.1358 Ha
HOMO energy (spin up / spin down)   -0.3290 / -0.4465 Eh

No. 7
# C3H4LaO2

C3H4LaO2 as an isolated structure (ωB97M-V/def2-TZVPD, the Open Molecules 2025 dataset).

Each line ends with the Löwdin charge.
Positions of all 10 atoms, in Å:
La  1.7792  3.9952  1.0218  1.9322
O  0.5376  1.5555  0.3081  -0.1241
O  -1.8455  -0.4806  -0.0768  0.0800
C  0.2547  -1.0622  -1.0169  0.1368
C  0.2825  0.4302  0.7361  -0.1382
C  -0.5188  -0.6128  -0.0006  -0.3694
H  0.6464  0.1080  1.7263  0.1426
H  -0.1851  -1.3797  -1.9631  0.1059
H  1.3189  -1.2238  -0.8425  0.0901
H  -2.2700  -1.3299  0.1077  0.1441

Cartesian forces, eV/Å:
La -0.70 -1.15 -0.49
O 0.38 0.92 0.60
O -0.88 0.19 0.63
C -0.45 -0.82 0.84
C -0.55 -0.78 1.37
C 1.91 1.32 -2.80
H 0.42 0.27 -0.06
H 0.08 -0.39 0.39
H -0.11 0.38 -0.32
H -0.10 0.07 -0.15

Relative energy (zero: lowest compared OMol25 entry of this formula, charge and spin)   0.0 kJ/mol
Expectation value of S²   0.75
Total charge   +2
Gap between HOMO and LUMO (spin up / spin down)   0.20650 / 0.20644 hartree
2S+1   2
LUMO (spin up / spin down)   -0.3700 / -0.3702 Ha
HOMO energy (spin up / spin down)   -0.5765 / -0.5766 Eh

No. 8
# C3H4LaO3

C3H4LaO3 as an isolated structure (ωB97M-V/def2-TZVPD, the Open Molecules 2025 dataset).

Each line ends with the Löwdin charge.
Positions of all 11 atoms, in Å:
La  2.0475  -1.5461  -2.7615  1.9103
O  2.8573  0.0920  -0.5361  0.0386
O  1.7573  0.8137  1.3596  0.2522
O  0.0844  -0.3063  -0.8436  -0.1642
C  -1.4761  0.2127  0.8079  -0.0122
C  -1.1322  -0.2025  -0.5368  -0.2082
C  2.1802  0.6249  0.2725  -0.3438
H  -1.8516  -0.5241  -1.3067  0.1439
H  -2.3148  0.9217  0.7777  0.1118
H  -0.3999  0.5722  1.3481  0.1549
H  -1.7521  -0.6583  1.4188  0.1167

Cartesian forces, eV/Å:
La -0.49 0.98 1.33
O -0.77 0.52 -1.85
O 0.61 0.79 -3.73
O -0.52 -0.48 -0.97
C 2.57 1.07 1.74
C 2.02 -0.96 -0.60
C 0.27 -1.71 5.07
H -0.21 0.35 0.37
H 0.34 -0.05 0.41
H -3.49 -0.51 -1.47
H -0.33 0.00 -0.30

Relative energy (zero: lowest compared OMol25 entry of this formula, charge and spin)   33.3 kJ/mol
Expectation value of S²   0.75
Total charge   +2
Gap between HOMO and LUMO (spin up / spin down)   0.23516 / 0.33111 hartree
2S+1   2
LUMO (spin up / spin down)   -0.3508 / -0.3467 Ha
HOMO energy (spin up / spin down)   -0.5860 / -0.6778 Eh

No. 9
# C3H4LiO2

C3H4LiO2 as an isolated structure (ωB97M-V/def2-TZVPD, the Open Molecules 2025 dataset).

Each line ends with the Löwdin charge.
Positions of all 10 atoms, in Å:
O  -5.4517  2.2915  -0.2651  -0.1463
O  -3.7521  3.7386  -0.2397  -0.1474
C  -2.0897  0.1299  -0.0100  -0.1042
C  -2.7584  -1.0238  0.1217  -0.0853
C  -4.2499  2.6015  -0.2370  -0.5153
Li  -5.6878  4.2947  -0.3879  0.8128
H  -1.7281  0.4647  -0.9860  0.0493
H  -3.0735  -1.3908  1.1011  0.0435
H  -3.1082  -1.5814  -0.7500  0.0436
H  -1.6957  0.6571  0.8629  0.0496

Cartesian forces, eV/Å:
O -0.13 0.20 -0.06
O -0.11 0.25 -0.06
C 0.48 -1.07 0.10
C -0.10 0.80 -0.08
C -0.40 0.34 0.02
Li 0.63 -0.76 0.10
H -0.36 0.05 0.30
H 0.17 0.07 -0.29
H 0.18 0.13 0.26
H -0.36 -0.01 -0.29

Relative energy (zero: lowest compared OMol25 entry of this formula, charge and spin)   37.2 kJ/mol
Expectation value of S²   0.75
Gap between HOMO and LUMO (spin up / spin down)   0.24599 / 0.31474 hartree
2S+1   2
LUMO (spin up / spin down)   -0.0233 / -0.0374 Ha
HOMO energy (spin up / spin down)   -0.2693 / -0.3522 Eh

No. 10
# C3H4LiO3Pt

C3H4LiO3Pt as an isolated structure (ωB97M-V/def2-TZVPD, the Open Molecules 2025 dataset).

Each line ends with the Löwdin charge.
Positions of all 12 atoms, in Å:
Pt  1.2849  1.5581  -0.6052  0.9594
O  -2.0551  -0.3293  0.1808  0.0445
O  -0.4325  1.0947  -0.2150  -0.3332
O  0.0273  -1.0223  0.4305  0.0862
C  1.3979  -0.7595  0.4398  -0.2378
C  2.1296  -0.8073  -0.7102  -0.0120
C  -0.8558  -0.0555  0.1693  -0.7153
Li  -2.4543  1.5032  -0.4466  0.8658
H  3.2120  -0.6939  -0.6118  0.0924
H  2.1449  1.2212  0.8170  0.0155
H  1.8162  -0.6733  1.4453  0.1310
H  1.6981  -1.2087  -1.6306  0.1037

Cartesian forces, eV/Å:
Pt 7.32 0.38 0.72
O 0.58 0.82 0.21
O -6.28 -0.29 0.79
O 0.70 0.01 0.31
C -0.21 -0.30 -0.72
C -0.29 -0.31 0.47
C -1.32 -1.80 -0.55
Li -0.02 -0.39 0.18
H -0.39 -0.05 -0.21
H -0.06 1.60 -1.08
H -0.17 0.03 -0.36
H 0.13 0.32 0.24

Relative energy (zero: lowest compared OMol25 entry of this formula, charge and spin)   0.0 kJ/mol
Expectation value of S²   2.01
Total charge   +1
Gap between HOMO and LUMO (spin up / spin down)   0.26505 / 0.31096 hartree
2S+1   3
LUMO (spin up / spin down)   -0.1742 / -0.2126 Ha
HOMO energy (spin up / spin down)   -0.4392 / -0.5235 Eh

The max |F| results, record by record, are as follows: 0.088 0.095 0.080 0.074 0.122 0.050 0.071 0.104 0.023 0.143 Eh/bohr.